1.
CH3Br3P | wB97M-V/def2-TZVPD

The HOMO energy comes out at -15.65 eV. The total charge is +1. The strongest force on any atom is 0.079 Eh/bohr. As for the orbital gap: 9.7017 eV. The value obtained for the LUMO energy is -5.95 eV. The energy relative to the best compared isomer or geometry (same formula, charge and spin) is 11.47 kcal per mole.

Geometry (Å):
Br (-1.826, 1.103, -1.500)
Br (1.468, -0.319, -2.162)
Br (0.982, 2.343, 0.170)
P (0.098, 0.522, -0.642)
C (-0.115, -0.846, 0.900)
H (0.810, -1.397, 1.050)
H (-0.347, -0.157, 1.622)
H (-1.070, -1.248, 0.561)

What are the natural (NBO) partial charges on each atom? They are as follows, in elementary charge units:
1. Br 0.05
2. Br 0.03
3. Br 0.03
4. P 0.80
5. C -0.68
6. H 0.28
7. H 0.23
8. H 0.26

2.
CH3BrClN | wB97M-V/def2-TZVPD

The HOMO energy comes out at -10.38 eV. As for the SMILES: [H]/N=C\Br.Cl. The strongest force on any atom is 0.053 Eh/bohr. As for the orbital gap: 11.0678 eV. The value obtained for the LUMO energy is 0.69 eV. The energy relative to the best compared isomer or geometry (same formula, charge and spin) is 17.88 kcal per mole.

Geometry (Å):
Br (1.168, 0.527, 1.776)
Cl (0.435, -1.111, -2.126)
N (-1.307, 0.298, 0.365)
C (-0.160, 0.766, 0.407)
H (1.114, -1.475, -1.048)
H (-1.484, -0.509, 0.868)
H (0.234, 1.504, -0.242)

What are the natural (NBO) partial charges on each atom? They are as follows, in elementary charge units:
1. Br -0.05
2. Cl -0.27
3. N -0.59
4. C 0.09
5. H 0.28
6. H 0.36
7. H 0.19

3.
CH3BrF2Si | wB97M-V/def2-TZVPD

The HOMO energy (spin up / spin down) comes out at -8.28 / -8.28 eV. As for the SMILES: FC(F)=[SiH]Br.[H][H]. The strongest force on any atom is 0.043 Eh/bohr. As for the orbital gap (spin up / spin down): 7.7073 / 7.7082 eV. The value obtained for the LUMO energy (spin up / spin down) is -0.57 / -0.57 eV. The energy relative to the best compared isomer or geometry (same formula, charge and spin) is 59.54 kcal per mole.

Geometry (Å):
Br (-3.438, -0.176, 0.185)
Si (-1.770, 1.029, 0.771)
F (-0.139, 2.873, -0.302)
F (-0.181, 1.022, -1.529)
C (-0.825, 1.724, -0.576)
H (-1.825, 1.761, 1.970)
H (-0.921, -2.446, -1.224)
H (-0.809, -3.097, -1.516)

What are the natural (NBO) partial charges on each atom? They are as follows, in elementary charge units:
1. Br -0.23
2. Si 0.78
3. F -0.34
4. F -0.32
5. C 0.26
6. H -0.14
7. H 0.00
8. H 0.00

4.
CH3BrFO2P | wB97M-V/def2-TZVPD

The HOMO energy (spin up / spin down) comes out at -7.10 / -10.18 eV. Its spin multiplicity is 3. The expectation value of S² is 2.006. The strongest force on any atom is 0.153 Eh/bohr. As for the orbital gap (spin up / spin down): 7.7135 / 7.5087 eV. The value obtained for the LUMO energy (spin up / spin down) is 0.62 / -2.67 eV. The energy relative to the best compared isomer or geometry (same formula, charge and spin) is 27.44 kcal per mole.

Geometry (Å):
Br (3.960, 1.008, -0.057)
P (4.213, -1.227, 0.194)
F (3.287, -1.579, -1.067)
O (3.163, -1.711, 1.312)
O (0.141, 0.133, 0.560)
C (-0.509, 0.217, -0.428)
H (2.127, -1.708, 1.117)
H (-0.670, -0.748, -1.084)
H (-0.490, 1.166, -0.959)

Here are the natural (NBO) charges for atoms 1 to 8, given in e:
1. Br -0.32
2. P 1.42
3. F -0.59
4. O -1.03
5. O -0.23
6. C -0.24
7. H 0.53
8. H 0.24

5.
CH3BrHfNO2 | wB97M-V/def2-TZVPD

The HOMO energy comes out at -21.16 eV. The total charge is +3. The strongest force on any atom is 0.081 Eh/bohr. As for the orbital gap: 2.1349 eV. The value obtained for the LUMO energy is -19.03 eV. The energy relative to the best compared isomer or geometry (same formula, charge and spin) is 24.59 kcal per mole.

Geometry (Å):
Hf (1.555, -5.553, -0.682)
Br (0.259, -2.976, -0.141)
O (-1.695, 2.172, -0.344)
O (0.196, 2.229, -1.231)
N (-0.538, 1.843, -0.368)
C (-0.055, 0.750, 0.537)
H (-0.585, -0.159, 0.252)
H (-0.153, 1.086, 1.569)
H (1.018, 0.609, 0.408)

Here are the natural (NBO) charges for atoms 1 to 8, given in e:
1. Hf 2.26
2. Br -0.13
3. O -0.03
4. O 0.02
5. N 0.50
6. C -0.45
7. H 0.25
8. H 0.31

6.
CH3BrI2Si | wB97M-V/def2-TZVPD

The HOMO energy (spin up / spin down) comes out at -8.82 / -9.97 eV. Its spin multiplicity is 3. The expectation value of S² is 2.008. The strongest force on any atom is 0.054 Eh/bohr. As for the orbital gap (spin up / spin down): 8.7954 / 7.1699 eV. The value obtained for the LUMO energy (spin up / spin down) is -0.02 / -2.80 eV. The energy relative to the best compared isomer or geometry (same formula, charge and spin) is 0.00 kcal per mole.

Geometry (Å):
I (3.829, -1.583, -1.497)
I (5.830, -0.145, 1.624)
Br (4.251, 2.163, -0.954)
Si (5.414, 0.127, -0.754)
C (0.236, 0.242, 0.336)
H (-0.662, 0.329, 0.984)
H (0.866, 0.934, -0.163)
H (0.784, -0.750, 0.272)

What are the natural (NBO) partial charges on each atom? They are as follows, in elementary charge units:
1. I -0.15
2. I -0.14
3. Br -0.33
4. Si 0.63
5. C -0.52
6. H 0.19
7. H 0.17
8. H 0.16

7.
CH3BrN2 | wB97M-V/def2-TZVPD

The HOMO energy comes out at -9.05 eV. The strongest force on any atom is 0.054 Eh/bohr. As for the orbital gap: 9.6652 eV. The value obtained for the LUMO energy is 0.62 eV. The energy relative to the best compared isomer or geometry (same formula, charge and spin) is 6.52 kcal per mole.

Geometry (Å):
Br (-2.405, 0.645, -0.041)
N (0.193, -0.946, -0.073)
N (-0.405, -1.905, -0.010)
C (0.907, 0.173, -0.003)
H (-1.091, 1.253, 0.146)
H (1.276, 0.490, -0.894)
H (1.525, 0.290, 0.874)

What are the natural (NBO) partial charges on each atom? They are as follows, in elementary charge units:
1. Br -0.26
2. N 0.09
3. N 0.05
4. C -0.55
5. H 0.22
6. H 0.22
7. H 0.23

8.
CH3BrN2O | wB97M-V/def2-TZVPD

The HOMO energy comes out at -9.48 eV. As for the SMILES: O=NNCBr. The strongest force on any atom is 0.142 Eh/bohr. As for the orbital gap: 10.0932 eV. The value obtained for the LUMO energy is 0.61 eV. The energy relative to the best compared isomer or geometry (same formula, charge and spin) is 31.38 kcal per mole.

Geometry (Å):
Br (2.483, -0.217, 0.040)
O (-2.207, -1.399, -0.037)
N (-1.328, -0.784, 0.557)
N (-0.463, -0.258, -0.313)
C (0.899, 0.693, 0.315)
H (0.501, 0.715, 1.261)
H (0.646, 1.533, -0.441)
H (-0.530, -0.283, -1.382)

What are the natural (NBO) partial charges on each atom? They are as follows, in elementary charge units:
1. Br 0.12
2. O -0.41
3. N 0.22
4. N -0.45
5. C -0.32
6. H 0.22
7. H 0.24
8. H 0.38

9.
CH3BrO2S | wB97M-V/def2-TZVPD

The HOMO energy comes out at -10.73 eV. As for the SMILES: CS(=O)(=O)Br. The strongest force on any atom is 0.178 Eh/bohr. As for the orbital gap: 10.1506 eV. The value obtained for the LUMO energy is -0.58 eV. The energy relative to the best compared isomer or geometry (same formula, charge and spin) is 28.03 kcal per mole.

Geometry (Å):
Br (2.147, 0.995, 0.370)
S (0.699, -0.476, -0.184)
O (0.840, -0.765, -1.559)
O (0.740, -1.709, 0.904)
C (-0.900, 0.329, 0.098)
H (-0.691, 1.228, -0.454)
H (-1.012, 0.491, 1.200)
H (-1.825, -0.092, -0.376)

What are the natural (NBO) partial charges on each atom? They are as follows, in elementary charge units:
1. Br -0.07
2. S 1.89
3. O -0.88
4. O -0.87
5. C -0.84
6. H 0.23
7. H 0.26
8. H 0.28

10.
CH3BrO3 | wB97M-V/def2-TZVPD

The HOMO energy (spin up / spin down) comes out at -10.34 / -10.37 eV. The strongest force on any atom is 0.075 Eh/bohr. As for the orbital gap (spin up / spin down): 7.4026 / 9.1291 eV. The value obtained for the LUMO energy (spin up / spin down) is -2.94 / -1.24 eV. The energy relative to the best compared isomer or geometry (same formula, charge and spin) is 145.32 kcal per mole.

Geometry (Å):
Br (-0.188, 4.520, 0.693)
O (0.571, 0.625, -0.352)
O (-0.559, 2.111, -1.496)
O (0.138, 3.205, -1.375)
C (0.774, 0.941, 0.774)
H (1.660, 1.589, 1.199)
H (0.076, 0.879, 1.687)
H (1.179, 2.983, -1.084)

What are the natural (NBO) partial charges on each atom? They are as follows, in elementary charge units:
1. Br -0.08
2. O -0.48
3. O -0.07
4. O -0.31
5. C 0.27
6. H 0.09
7. H 0.11
8. H 0.48

What is the strongest force on any atom in the third record? 0.043 Eh/bohr

Repeat the seventh record exactly.
CH3BrN2 | wB97M-V/def2-TZVPD

The HOMO energy comes out at -9.05 eV. The strongest force on any atom is 0.054 Eh/bohr. As for the orbital gap: 9.6652 eV. The value obtained for the LUMO energy is 0.62 eV. The energy relative to the best compared isomer or geometry (same formula, charge and spin) is 6.52 kcal per mole.

Geometry (Å):
Br (-2.405, 0.645, -0.041)
N (0.193, -0.946, -0.073)
N (-0.405, -1.905, -0.010)
C (0.907, 0.173, -0.003)
H (-1.091, 1.253, 0.146)
H (1.276, 0.490, -0.894)
H (1.525, 0.290, 0.874)

What are the natural (NBO) partial charges on each atom? They are as follows, in elementary charge units:
1. Br -0.26
2. N 0.09
3. N 0.05
4. C -0.55
5. H 0.22
6. H 0.22
7. H 0.23

Number 1 is which compound? CH3Br3P

What is the strongest force on any atom in the tenth record? 0.075 Eh/bohr